1.
DFT (wB97M-V/def2-TZVPD) results for a 2-piece molecular cluster, C4H9NO2 overall.

Each line ends with the natural charge from an NBO analysis.
CARTESIAN COORDINATES (ANGSTROEM)
C  0.922  0.638  -1.877  -0.6315
C  0.080  0.216  -0.683  0.0927
C  0.637  0.726  0.635  -0.6278
O  0.043  -1.215  -0.579  -0.7362
H  1.947  0.270  -1.763  0.2154
H  0.949  1.729  -1.965  0.2201
H  0.513  0.240  -2.814  0.2057
H  -0.948  0.592  -0.811  0.1617
H  1.662  0.365  0.773  0.2145
H  0.641  1.820  0.651  0.2170
H  0.032  0.370  1.474  0.2228
H  -0.248  -1.573  -1.428  0.4782
N  -2.028  -1.469  1.345  -0.7924
C  -2.797  -0.548  1.497  0.8462
O  -3.599  0.279  1.731  -0.5319
H  -1.240  -1.528  0.695  0.4455

Properties
HOMO-LUMO gap (eV): 11.238
Energy relative to the best compared isomer or geometry (same formula, charge and spin) (kcal per mole): 19.2
Charge: 0

=====

2.
DFT (wB97M-V/def2-TZVPD) results for C36H48AsN2O2S6SeTa as an isolated structure.

Each line ends with the Löwdin charge.
CARTESIAN COORDINATES (ANGSTROEM)
Ta  2.417  -0.602  -1.353  1.2597
C  -2.164  2.325  4.401  -0.0393
C  -1.096  3.177  3.702  -0.5564
C  -0.209  3.851  4.757  -0.0425
C  -1.804  4.267  2.898  -0.0638
C  -0.235  2.280  2.814  -0.1580
C  -0.147  2.443  1.443  -0.0506
C  0.651  1.582  0.704  -0.3800
Se  0.619  1.612  -1.204  1.2322
C  -0.875  0.450  -1.461  -0.3796
C  -2.142  0.907  -1.147  -0.0524
C  -3.212  0.031  -1.214  -0.1595
C  -2.934  -1.267  -1.632  0.0203
C  -1.677  -1.762  -1.980  -0.0608
C  -0.602  -0.857  -1.881  -0.3058
O  0.677  -1.193  -2.145  -0.3835
C  -1.603  -3.262  -2.326  -0.5204
C  -2.682  -3.609  -3.366  -0.0479
C  -0.274  -3.749  -2.900  -0.0630
C  -1.862  -4.048  -1.029  -0.0297
C  -4.636  0.422  -0.826  -0.5555
C  -5.566  0.235  -2.032  -0.0420
C  -5.110  -0.472  0.329  -0.0406
C  -4.718  1.878  -0.369  -0.0648
C  1.394  0.569  1.298  -0.3214
O  2.206  -0.184  0.522  -0.3797
C  1.273  0.326  2.681  -0.0685
C  0.468  1.215  3.385  0.0365
C  1.848  -0.934  3.348  -0.5185
C  3.343  -1.147  3.080  -0.0391
C  1.657  -0.900  4.867  -0.0654
C  1.064  -2.136  2.796  -0.0320
H  -2.790  2.955  5.036  0.0871
H  -1.719  1.553  5.030  0.0791
H  -2.806  1.831  3.668  0.0867
H  -0.813  4.486  5.408  0.0862
H  0.554  4.472  4.284  0.0907
H  0.298  3.116  5.383  0.0791
H  -2.398  4.886  3.571  0.0880
H  -2.483  3.844  2.154  0.0776
H  -1.093  4.920  2.387  0.0885
H  -0.699  3.219  0.930  0.0981
H  -2.269  1.931  -0.824  0.0945
H  -3.761  -1.963  -1.674  0.1002
H  -2.530  -3.036  -4.283  0.0910
H  -3.698  -3.422  -3.016  0.0700
H  -2.613  -4.669  -3.615  0.0880
H  -0.062  -3.305  -3.871  0.0680
H  -0.346  -4.828  -3.053  0.0956
H  0.573  -3.563  -2.248  0.0057
H  -2.829  -3.803  -0.586  0.0789
H  -1.085  -3.833  -0.292  0.0890
H  -1.843  -5.120  -1.236  0.0894
H  -5.567  -0.799  -2.378  0.0786
H  -5.254  0.868  -2.865  0.0910
H  -6.591  0.500  -1.764  0.0858
H  -5.108  -1.526  0.050  0.0784
H  -6.128  -0.203  0.619  0.0861
H  -4.461  -0.355  1.199  0.0892
H  -4.417  2.569  -1.159  0.0881
H  -4.091  2.059  0.508  0.0761
H  -5.747  2.117  -0.095  0.0875
H  0.365  1.063  4.449  0.0953
H  3.930  -0.290  3.419  0.0858
H  3.557  -1.341  2.029  0.0602
H  3.682  -2.017  3.644  0.0925
H  2.146  -0.032  5.319  0.0919
H  2.106  -1.796  5.297  0.0888
H  0.605  -0.896  5.154  0.0825
H  1.155  -2.205  1.713  0.0268
H  0.005  -2.053  3.056  0.0932
H  1.456  -3.063  3.216  0.0958
C  1.582  -1.424  -4.911  -0.0767
C  2.138  -0.081  -4.627  -0.5872
N  2.517  0.376  -3.453  -0.1128
C  3.067  1.648  -3.552  -0.3630
C  3.061  2.170  -4.799  -0.3150
S  2.389  1.045  -5.888  1.1348
C  3.693  2.194  -2.359  -0.3735
C  4.400  3.341  -2.219  -0.3085
S  5.118  3.378  -0.672  1.1329
C  4.434  1.864  -0.281  -0.6026
N  3.690  1.382  -1.246  -0.1377
C  4.738  1.196  1.015  -0.0613
H  2.099  -2.185  -4.319  0.0169
H  1.705  -1.667  -5.966  0.0888
H  0.522  -1.443  -4.662  0.0786
H  3.450  3.119  -5.126  0.0854
H  4.567  4.112  -2.951  0.0856
H  5.646  1.616  1.447  0.0878
H  4.878  0.126  0.852  0.0768
H  3.921  1.332  1.721  0.0768
S  5.810  -4.140  -0.582  -0.0867
As  4.340  -3.386  -1.823  -0.4756
S  2.486  -2.868  -0.625  0.1505
S  4.657  -1.161  -2.075  0.1146
S  3.790  -4.260  -3.627  -0.0623

Properties
HOMO-LUMO gap (eV): 6.381
Energy relative to the best compared isomer or geometry (same formula, charge and spin) (kcal per mole): 7.6
Charge: 0